No. 1
This record from the OMol25 dataset describes a molecular structure, C28H30N6PdSeSi. The level of theory is ωB97M-V/def2-TZVPD.

The geometry in XYZ format:
```
67
Properties=species:S:1:pos:R:3
Pd 0.199 0.636 0.351
C -1.821 3.042 1.564
C -2.626 1.930 0.956
C -4.002 1.947 0.944
C -4.669 0.858 0.362
C -3.966 -0.181 -0.181
C -2.539 -0.164 -0.169
N -1.925 0.914 0.426
N -1.734 -1.104 -0.638
Si -1.942 -2.352 -1.774
C -0.267 -2.639 -2.587
C -3.160 -1.952 -3.156
C -2.460 -3.965 -0.951
H -2.456 3.881 1.845
H -1.069 3.394 0.855
H -1.295 2.693 2.456
H -4.542 2.780 1.372
H -5.753 0.836 0.349
H -4.472 -1.033 -0.612
H 0.182 -1.686 -2.879
H -0.352 -3.255 -3.486
H 0.430 -3.136 -1.906
H -2.836 -1.068 -3.713
H -4.171 -1.759 -2.795
H -3.214 -2.786 -3.862
H -1.710 -4.279 -0.220
H -2.582 -4.776 -1.675
H -3.407 -3.848 -0.417
Se 0.345 1.685 -2.789
N 0.571 2.089 -1.063
C 1.207 3.244 -0.987
C 1.616 3.877 0.220
C 2.265 5.063 0.128
C 2.540 5.680 -1.136
C 2.180 5.102 -2.305
C 1.505 3.844 -2.267
N 1.130 3.168 -3.335
H 1.414 3.390 1.164
H 2.597 5.565 1.027
H 3.056 6.631 -1.140
H 2.387 5.552 -3.267
N -0.175 -0.895 1.738
C 0.853 -1.661 2.373
C 1.548 -2.611 1.637
C 2.595 -3.301 2.223
C 2.951 -3.050 3.543
C 2.244 -2.109 4.276
C 1.194 -1.413 3.693
H -0.816 -0.497 2.415
H -0.734 -1.434 1.055
H 1.282 -2.782 0.601
H 3.143 -4.032 1.644
H 3.775 -3.586 3.995
H 2.510 -1.911 5.306
H 0.648 -0.668 4.261
N 7.341 -1.143 0.250
C 6.231 -0.844 0.261
C 4.844 -0.473 0.275
C 4.015 -0.814 -0.793
C 2.677 -0.457 -0.764
C 2.130 0.232 0.322
C 2.979 0.572 1.376
C 4.321 0.226 1.361
H 4.423 -1.362 -1.632
H 2.044 -0.760 -1.591
H 2.586 1.092 2.242
H 4.967 0.485 2.190
```

Summary:
* E: -4232.367077 hartree
* charge: 0
* HOMO energy: -7.34 eV
* E_LUMO: -1.51 eV
* multiplicity: 1
* gap between HOMO and LUMO: 5.83 eV

No. 2
This record from the OMol25 dataset describes a molecular structure, C28H31AuF9GeN3O. The level of theory is ωB97M-V/def2-TZVPD.

The geometry in XYZ format:
```
74
Properties=species:S:1:pos:R:3
Au 0.080 -0.661 0.578
N 1.464 -1.941 3.690
C 0.942 -3.346 3.694
C 1.605 -4.151 2.582
C 1.022 -3.923 1.188
N 1.446 -2.643 0.590
C -0.504 -4.051 1.180
C -1.249 -3.263 2.262
N -1.475 -1.850 1.875
C -0.586 -3.392 3.638
H 2.467 -1.933 3.915
H 1.009 -1.377 4.418
H 1.342 -1.466 2.779
H 1.237 -3.777 4.657
H 1.489 -5.209 2.820
H 2.679 -3.957 2.576
H 1.408 -4.736 0.559
H 1.478 -2.751 -0.419
H 2.387 -2.381 0.875
H -0.747 -5.106 1.311
H -0.878 -3.758 0.200
H -2.237 -3.734 2.346
H -1.664 -1.294 2.708
H -2.317 -1.794 1.307
H -0.885 -4.363 4.040
H -1.001 -2.645 4.319
F 2.969 2.947 0.703
C 1.806 2.901 1.323
F 1.593 4.025 1.975
F 0.868 2.849 0.324
C 1.660 1.639 2.218
O 1.782 0.483 1.547
C 0.270 1.724 2.920
F 0.061 2.756 3.693
F 0.078 0.599 3.649
F -0.716 1.688 1.993
C 2.798 1.669 3.298
F 2.798 0.461 3.908
F 2.626 2.580 4.230
F 3.981 1.809 2.739
C -4.318 3.602 -0.788
C -3.121 4.260 -0.987
C -1.940 3.531 -1.111
C -2.014 2.159 -1.037
C -3.197 1.488 -0.803
C -4.372 2.224 -0.702
Ge -0.353 0.986 -1.298
C -0.831 -0.299 -2.862
C 0.201 -1.106 -3.310
C -0.073 -2.061 -4.279
C -1.353 -2.167 -4.794
C -2.372 -1.349 -4.341
C -2.102 -0.372 -3.387
C 0.809 2.085 -2.591
C 0.169 2.881 -3.522
C 0.936 3.671 -4.367
C 2.316 3.616 -4.274
C 2.940 2.801 -3.349
C 2.182 1.985 -2.515
H -5.232 4.174 -0.677
H -3.074 5.337 -1.045
H -1.004 4.051 -1.257
H -3.224 0.410 -0.701
H -5.304 1.699 -0.550
H 1.203 -1.011 -2.913
H 0.719 -2.703 -4.633
H -1.556 -2.881 -5.583
H -3.375 -1.440 -4.730
H -2.893 0.292 -3.070
H -0.907 2.903 -3.613
H 0.442 4.294 -5.098
H 2.917 4.196 -4.963
H 4.016 2.782 -3.251
H 2.674 1.333 -1.807
```

Summary:
* E: -4435.415299 hartree
* charge: +3
* HOMO energy (spin up / spin down): -17.10 / -17.09 eV
* E_LUMO (spin up / spin down): -11.91 / -12.30 eV
* multiplicity: 2
* gap between HOMO and LUMO (spin up / spin down): 5.19 / 4.80 eV

Calculated relative energy (zero: lowest compared OMol25 entry of this formula, charge and spin), 17.7, 0.0 kJ/mol (same order as the records).